No. 1
14
Properties=species:S:1:pos:R:3:forces:R:3 method="wB97M-V/def2-TZVPD" de_lowest_kcal_mol=16.9 smiles=Cc1cn(C)nn1 gap_ev=10.2 mol_weight_g_mol=97.12 homo_ev=-9.329 lumo_energy_ev=0.87
C 0.29243 2.45755 -0.54770 0.002 0.049 0.005
C 0.17517 1.08079 0.02165 -0.009 -0.013 -0.052
C -0.13159 -0.11185 -0.58784 0.020 0.011 0.108
N -0.09631 -1.02099 0.41464 0.007 0.092 0.016
C -0.31279 -2.45160 0.36416 -0.025 -0.094 0.007
N 0.21395 -0.43513 1.57307 -0.029 0.002 -0.165
N 0.37816 0.83036 1.34503 -0.038 -0.052 -0.141
H -0.06854 3.18823 0.18103 0.044 -0.098 -0.106
H 1.33343 2.70752 -0.78076 -0.151 -0.055 0.032
H -0.29730 2.55827 -1.46357 0.099 -0.021 0.128
H -0.37074 -0.37788 -1.60784 0.040 0.048 0.181
H -0.56708 -2.77958 1.37283 0.043 0.030 -0.155
H 0.59053 -2.96983 0.02977 -0.132 0.070 0.034
H -1.13935 -2.67585 -0.31448 0.129 0.031 0.107


No. 2
49
Properties=species:S:1:pos:R:3:forces:R:3 method="wB97M-V/def2-TZVPD" de_lowest_kcal_mol=0.0 gap_ev="5.9 / 5.3" multiplicity=4 mol_weight_g_mol=863.26 homo_ev="-13.274 / -13.333" lumo_energy_ev="-7.39 / -8.03" total_charge=+2
Re -0.54571 0.50899 0.40854 1.699 2.675 2.442
Br 2.91267 0.60612 6.41034 0.108 0.233 0.674
C 2.46045 0.61292 4.63395 0.921 -1.644 -2.023
C 3.40039 0.08029 3.64564 0.140 0.580 1.721
Br 5.06639 -0.59539 4.24831 -0.251 0.339 0.080
C 3.13796 -0.00230 2.30034 -1.812 0.067 -0.138
Br 4.48575 -0.42029 1.07460 -0.405 -0.161 -0.419
C 1.77590 0.21183 1.90076 1.350 0.007 1.259
O 1.35021 -0.10408 0.63623 -1.571 0.674 0.472
C 0.85540 0.73045 2.84325 0.490 -0.068 -1.112
O -0.36437 1.09527 2.28425 1.624 -1.170 0.149
C 1.18352 0.88859 4.20068 -0.614 0.641 -0.317
Br -0.14436 1.51778 5.39310 0.128 -0.094 -0.408
O -2.30123 1.31259 1.09277 -1.586 0.290 -0.937
C -3.50974 1.51681 0.32448 -1.061 0.265 -0.017
C -3.28651 2.46192 -0.82975 0.200 0.745 -1.871
C -2.14777 3.55368 -0.75887 -0.617 -0.547 -0.035
C -0.79435 3.20272 -1.32092 -0.223 0.574 -1.356
C -0.20961 4.07719 -2.25921 -0.343 -0.573 0.071
C 1.02192 3.77823 -2.86446 -0.913 -0.413 1.403
C 1.62692 2.54730 -2.52497 -2.309 1.119 0.944
C 0.99341 1.73340 -1.59314 1.194 -0.514 -1.321
N -0.15859 2.05594 -1.00063 -0.653 -0.631 0.577
H -2.40545 1.50785 2.02815 0.360 -0.025 0.493
H -4.36251 1.84821 0.94392 0.871 -0.064 0.278
H -3.80902 0.55860 -0.08172 0.011 -0.321 0.119
H -4.22069 3.08504 -0.95464 0.828 -1.123 -0.195
H -3.09989 1.80070 -1.72895 -0.453 1.082 0.577
H -1.92269 3.68262 0.28203 -0.277 0.832 0.832
H -2.55719 4.49443 -1.23687 0.835 -1.069 0.762
H -0.83887 4.93597 -2.55370 0.812 -0.378 0.207
H 1.43016 4.54070 -3.50390 0.390 -0.281 -0.435
H 2.48903 2.21576 -2.97943 1.835 -0.585 -0.838
H 1.35646 0.71195 -1.35106 0.160 1.156 -0.404
S -1.55940 -1.23470 -0.50086 -0.563 -2.277 -0.952
C -0.63560 -2.76530 -0.62133 0.697 -0.274 -1.578
N -1.36999 -3.76419 -1.13598 -0.251 0.242 0.125
C -0.78487 -5.06405 -1.49257 0.582 -0.408 0.806
C 0.67252 -4.90761 -1.82107 0.365 -0.474 -0.676
C 1.40487 -4.16110 -0.77202 1.787 0.808 0.548
N 0.69698 -2.89126 -0.48841 -0.633 1.548 1.220
H -2.34814 -3.60766 -1.42999 0.956 0.167 0.589
H -1.20029 -5.45272 -2.40133 -0.994 -0.096 -0.148
H -0.89223 -5.80076 -0.65793 -0.238 0.659 -0.638
H 0.85058 -4.51741 -2.82027 -0.283 0.531 -0.014
H 1.06739 -5.90296 -1.90174 0.348 -0.575 0.171
H 2.43495 -3.82889 -1.10621 -1.124 -0.611 0.356
H 1.53353 -4.78763 0.13982 -0.213 0.678 -0.383
H 1.26170 -2.06557 -0.09920 -1.301 -1.537 -0.659


No. 3
90
Properties=species:S:1:pos:R:3:forces:R:3 method="wB97M-V/def2-TZVPD" gap_ev=9.6 mol_weight_g_mol=1086.60 homo_ev=-10.703 lumo_energy_ev=-1.08
K 2.10825 3.56628 3.03367 -0.426 -0.124 0.061
K -2.56583 2.89932 0.50608 0.168 -0.107 0.019
K 2.35743 2.47404 -1.80364 -0.574 0.029 -0.071
P -1.23127 3.75426 -3.07443 -0.695 0.287 -0.017
F -2.39710 2.65099 -2.81560 0.129 -0.003 0.042
F -1.09463 3.30063 -4.59846 0.056 0.025 0.062
F -2.31835 4.86634 -3.42936 0.106 -0.083 0.042
F -0.03046 4.82326 -3.23488 0.095 -0.050 0.048
F -1.34090 4.13836 -1.47441 0.117 0.140 0.049
F -0.11603 2.63053 -2.65043 0.547 -0.417 0.010
P 0.83481 0.84641 0.87091 -0.388 0.318 -0.191
F 0.31090 -0.63071 0.92516 0.071 -0.774 0.314
F 2.23266 0.36779 0.14723 -0.169 -0.195 -0.520
F 0.07855 1.03457 -0.54565 0.592 0.010 -0.240
F 1.41557 2.37544 0.69516 0.157 0.557 0.207
F -0.46807 1.41856 1.60943 -0.062 0.149 0.171
F 1.58083 0.72458 2.29177 0.056 0.071 0.115
P -0.99011 5.20209 3.09447 0.083 0.231 0.379
F 0.37719 5.53151 3.93569 0.336 -0.366 -0.025
F -0.08977 4.80773 1.78658 0.295 0.370 -0.211
F -0.82730 3.62643 3.52096 -0.183 -0.046 -0.019
F -2.32255 4.89816 2.22384 -0.111 -0.382 -0.159
F -1.88461 5.44640 4.37645 -0.113 0.079 0.386
F -1.04907 6.74061 2.68944 -0.009 -0.102 -0.380
C -3.53891 -4.27648 -2.57792 -0.509 -0.127 -0.748
C -2.20042 -4.53750 -3.27854 -0.420 0.008 0.409
O -1.28969 -3.72266 -2.52758 0.103 0.185 -0.202
C -1.87582 -3.29384 -1.39908 -0.558 -0.198 0.098
O -1.33889 -2.66920 -0.54042 0.308 0.106 0.070
O -3.16943 -3.68569 -1.33909 0.142 -0.075 0.005
H -4.15393 -5.16990 -2.45610 0.364 -0.085 0.478
H -4.17853 -3.59534 -3.14259 0.287 0.341 0.071
H -2.24657 -4.21783 -4.31469 0.330 0.000 -0.026
H -1.86804 -5.56908 -3.17843 -0.013 -0.024 -0.181
C 1.80328 -2.71213 -1.98326 0.196 0.713 0.714
C 3.24973 -2.44734 -1.53117 -0.526 -0.398 0.670
O 4.02098 -2.63413 -2.70691 -0.173 0.104 0.004
C 3.25955 -3.28027 -3.63107 -0.226 0.214 0.220
O 3.66202 -3.67596 -4.66668 0.237 -0.188 -0.440
O 1.97177 -3.38788 -3.22156 0.109 -0.160 0.262
H 1.20546 -1.80956 -2.12227 0.135 0.063 -0.210
H 1.28290 -3.28087 -1.21308 -0.134 -0.415 -0.460
H 3.53185 -3.18691 -0.77348 0.209 -0.108 -0.233
H 3.40056 -1.48108 -1.05528 0.072 0.230 -0.460
C 2.14190 -4.02946 2.05958 -1.084 0.703 0.253
C 2.27199 -2.51956 2.34497 -0.014 -1.055 -1.007
O 3.59766 -2.45560 2.86962 -0.161 0.382 0.232
C 3.91775 -3.65409 3.40611 -0.744 -0.359 -0.451
O 4.82777 -3.86170 4.12021 0.763 -0.057 0.472
O 3.02825 -4.60457 2.99846 0.422 0.065 -0.019
H 2.37761 -4.27750 1.02351 0.401 -0.156 0.114
H 1.12838 -4.37491 2.26063 0.077 -0.122 0.019
H 1.52000 -2.16082 3.04241 0.193 0.144 0.208
H 2.20829 -1.98135 1.40609 0.104 0.390 0.179
C -5.70352 -0.18185 -5.63620 0.094 0.760 0.106
O -4.63483 -0.90195 -5.02354 -0.172 -0.096 0.312
C -3.55973 -0.15050 -4.74596 0.164 -0.070 -0.134
O -3.35068 0.94968 -5.16408 -0.029 0.102 -0.064
O -2.77395 -0.86852 -3.94427 0.035 -0.393 0.089
C -1.43160 -0.41027 -3.71772 -0.254 0.272 0.419
H -6.04164 0.62968 -4.98408 0.023 -0.191 0.088
H -6.51330 -0.88265 -5.78762 0.039 -0.132 -0.192
H -5.35847 0.30849 -6.54572 -0.123 -0.304 -0.176
H -1.28728 -0.34318 -2.63911 -0.040 -0.057 0.007
H -1.28492 0.58460 -4.13159 0.054 -0.122 -0.231
H -0.77444 -1.17468 -4.11853 0.207 0.094 -0.198
C 6.20939 4.10354 3.58883 -0.053 0.235 0.237
O 6.59195 2.89797 2.94125 0.169 -0.081 -0.177
C 5.63310 2.03439 2.63863 0.216 -0.209 0.256
O 4.45548 2.16332 2.88124 -0.522 0.425 -0.046
O 6.17086 0.99366 2.04818 0.450 0.172 -0.285
C 5.26306 0.02495 1.52012 -0.792 0.009 0.517
H 6.23190 3.97839 4.67070 -0.060 -0.091 -0.010
H 5.21610 4.41567 3.27735 -0.004 0.035 -0.027
H 6.93925 4.85577 3.30770 0.031 -0.028 -0.061
H 5.87836 -0.70529 1.01529 -0.017 -0.083 -0.123
H 4.51639 0.49696 0.87981 0.298 0.013 -0.250
H 4.68307 -0.42222 2.32820 0.284 -0.163 -0.013
C -5.55776 1.63114 4.02767 0.077 0.051 0.161
O -4.69717 0.51104 4.23965 0.033 -0.231 0.197
C -3.84119 0.24391 3.26462 -0.232 -0.089 0.294
O -3.70183 0.90839 2.26867 0.261 0.344 -0.563
O -3.20214 -0.87355 3.56081 -0.341 0.132 0.282
C -2.18011 -1.26700 2.66293 0.708 -0.458 -0.269
H -6.30598 1.56417 4.81003 -0.113 -0.051 -0.070
H -6.00052 1.56187 3.03805 -0.098 0.169 0.008
H -5.00855 2.56240 4.15734 0.057 0.012 -0.191
H -1.33369 -0.59253 2.72337 -0.043 0.212 -0.017
H -2.51388 -1.33978 1.62974 -0.133 0.069 0.055
H -1.84933 -2.24638 3.00586 -0.145 0.008 -0.042


no.,electronic energy (eV)
1,-8730.9468
2,-322706.1801
3,-181789.6082